The following is a quantum chemistry calculation of 10 unconnected molecules or ions with the total composition C67H151BrN8O, from the Open Molecules 2025 dataset.

Geometry as XYZ:
```
228
Properties=species:S:1:pos:R:3:forces:R:3:mulliken_charge:R:1
C 22.8026 -6.6053 10.5688 0.3946 0.4769 -0.4367 -0.476
C 21.4805 -6.0414 9.9845 -1.1600 1.4369 0.4584 1.555
C 20.3116 -6.3389 11.0128 0.5570 -0.3727 -0.6313 -1.120
O 21.5002 -4.6801 9.6337 0.6056 -0.1674 0.5093 -0.706
H 22.9480 -7.6740 10.4109 -0.3593 -0.2061 0.3788 0.684
H 22.9961 -6.3267 11.6047 -0.5600 -0.2140 0.2963 -0.502
H 23.6913 -6.1708 10.1113 -0.1380 0.2385 -0.7808 -0.315
H 21.2429 -6.5723 9.0627 0.0403 -0.8438 -0.2948 -0.358
H 20.5842 -5.8834 11.9648 0.0546 -0.1823 0.3065 -0.090
H 20.0811 -7.3999 11.1089 0.5574 -0.3254 0.5104 0.585
H 19.3046 -5.9908 10.7829 0.0947 0.7309 -0.6602 -0.116
C 24.8402 -4.9887 15.6564 1.5512 -0.9237 0.7638 -0.418
C 25.0780 -3.7723 16.5309 -2.4928 1.7913 -1.0712 -0.492
C 26.0141 -2.6950 15.9181 1.0894 -0.1131 1.6367 -0.701
N 26.5706 -1.7477 16.9834 2.0176 0.0340 0.8476 0.112
C 27.5571 -2.5095 17.9650 -0.2594 1.6160 -0.2219 -0.953
C 25.5252 -1.1357 17.8421 -0.5673 1.8462 0.0837 -0.621
C 26.0966 0.2674 18.3540 -1.2770 -2.7112 1.5825 -0.699
C 26.9968 0.7251 17.2899 1.4969 0.5623 -0.1551 -0.577
C 27.3417 -0.4597 16.3757 -1.2779 0.0140 0.4805 -0.272
H 25.6390 -5.6882 15.9029 -0.0086 -0.4514 -0.7569 0.487
H 24.8391 -4.7072 14.6034 0.1318 -0.1315 -0.0449 -0.207
H 23.8981 -5.4880 15.8827 0.0189 0.1860 0.0951 -0.105
H 25.0899 -3.8780 17.6157 0.9048 -0.5553 -0.1956 0.610
H 24.0567 -3.4099 16.4142 -0.1576 1.2376 0.4188 0.181
H 25.5939 -2.0151 15.1770 -0.3670 -0.4230 -0.1075 0.440
H 26.9169 -3.1683 15.5320 -0.0786 -0.0258 -0.3788 0.365
H 27.0785 -3.1748 18.6837 -0.4587 -0.4248 -0.8422 0.335
H 27.9072 -1.7347 18.6471 0.3766 0.1883 -0.3370 0.494
H 28.4008 -2.9333 17.4203 -0.3166 -0.0622 -0.0207 0.350
H 25.2566 -1.8337 18.6351 -0.1528 0.2378 -0.1199 0.434
H 24.6816 -0.9066 17.1910 -0.2396 -0.3153 0.0389 0.306
H 26.6054 0.0112 19.2833 0.3326 0.3062 -0.0112 0.339
H 25.3334 0.9796 18.6677 -0.2151 -0.2386 -0.3553 0.433
H 27.9116 1.0880 17.7586 -0.0033 0.2835 -0.2405 0.268
H 26.5519 1.5465 16.7284 0.1629 -0.1217 -0.1373 0.378
H 28.4214 -0.5831 16.2922 -0.3139 -0.6481 -0.2081 0.418
H 26.8400 -0.1574 15.4565 0.3514 -1.0121 -0.4522 0.116
C 18.5350 -7.9622 7.2616 -0.0574 -0.4974 1.3161 -0.828
C 17.8227 -6.7200 6.7365 0.1715 -0.5576 -0.0057 0.369
C 18.9198 -5.6874 6.5293 -0.4752 0.1659 -1.5377 -0.695
N 18.4130 -4.4539 5.7470 0.6070 1.1585 -0.6776 0.378
C 17.6378 -4.8378 4.4846 0.0617 0.5313 1.2035 -1.036
C 19.5820 -3.4861 5.3157 -1.4596 -0.7269 -0.7787 -1.014
C 19.8222 -2.6514 6.5070 1.3366 -0.2819 0.8523 0.035
C 18.5043 -2.6196 7.3005 1.5970 0.9229 1.7870 -0.366
C 17.5361 -3.5093 6.6371 -0.4088 -1.5372 -1.3906 0.245
H 19.1261 -7.7205 8.1449 0.3159 0.1793 -0.0061 0.051
H 19.1897 -8.4583 6.5451 -0.0481 0.3265 -0.2381 0.597
H 17.8875 -8.7456 7.6554 -0.3073 0.2262 -0.4310 -0.276
H 17.0038 -6.3526 7.3550 0.1793 -0.1252 0.5232 -0.236
H 17.3297 -7.0374 5.8176 0.2328 0.3553 -0.3021 0.340
H 19.6333 -6.1861 5.8732 0.1633 0.2764 -0.2913 0.299
H 19.5026 -5.4103 7.4077 -0.4319 0.3862 0.3351 0.371
H 18.1745 -5.5246 3.8301 0.0739 -0.0965 0.3811 0.285
H 17.4908 -3.8934 3.9605 -0.3220 -0.2580 -0.0512 0.455
H 16.7108 -5.2504 4.8827 -0.0386 -0.0485 -0.6955 0.441
H 19.1955 -2.8663 4.5066 -0.1132 -0.3715 -0.2261 0.430
H 20.4164 -4.0915 4.9617 -0.1071 0.0401 0.0369 0.485
H 20.2920 -1.6870 6.3142 -0.4812 0.0999 -0.3553 0.806
H 20.6078 -3.1976 7.0291 -0.1646 0.1025 0.9168 -0.344
H 18.1825 -1.5956 7.4900 -0.3994 -0.0908 -0.4505 0.595
H 18.7861 -2.9786 8.2904 -0.2521 -0.2742 0.1545 -0.161
H 16.8258 -2.9787 6.0031 0.3270 0.0231 -0.4274 0.331
H 16.9071 -4.1672 7.2368 0.3532 0.1058 0.3570 -0.681
C 22.8142 -7.5424 13.9003 -0.7563 -0.7435 -0.3212 -0.839
C 22.2625 -8.1233 15.1970 -0.3792 1.4242 0.8627 -0.259
C 20.7898 -7.6438 15.4050 -0.3138 -1.2169 0.4177 -0.888
N 20.0924 -8.1209 16.7164 1.2816 -0.1549 1.3010 0.567
C 18.6542 -7.5837 16.8110 1.5768 -1.5354 -0.3876 -1.265
C 20.1362 -9.6674 16.7177 -0.6120 0.2998 0.4178 -0.578
C 21.0713 -10.0971 17.8328 -0.3116 -2.2830 -1.4486 -0.604
C 21.0117 -9.0559 18.8806 0.4707 -1.1709 0.5242 -0.495
C 20.8268 -7.8233 18.1092 0.2943 2.7433 -1.4310 -0.336
H 22.1456 -7.8111 13.0825 -0.0334 0.3471 -0.1486 0.352
H 23.7848 -7.9473 13.6137 0.0977 0.0932 0.3441 0.415
H 22.8704 -6.4624 14.0366 0.0367 0.0747 -0.4376 -0.122
H 22.8526 -7.5891 15.9416 0.1455 -0.5738 0.5963 0.183
H 22.4003 -9.1982 15.3135 -0.1366 0.1404 -0.1260 0.591
H 20.1385 -8.1023 14.6609 -0.0318 -0.0028 -0.3071 0.409
H 20.6525 -6.5696 15.2807 0.2815 0.1345 0.3933 -0.079
H 18.6925 -6.4944 16.8171 -0.1770 -0.1939 -0.0631 0.382
H 18.2814 -8.0178 17.7387 -0.2784 0.3858 -0.0642 0.512
H 18.1775 -8.0648 15.9569 -0.5441 0.5490 -0.1160 0.405
H 19.1238 -9.9356 17.0199 -0.0172 -0.3785 -0.6225 0.424
H 20.4585 -10.0301 15.7417 -0.6569 0.0236 0.0677 0.264
H 20.7821 -11.0822 18.1991 -0.4844 0.0412 0.1252 0.459
H 22.0481 -10.3740 17.4362 0.4089 0.8542 0.0557 0.310
H 20.1947 -9.2257 19.5818 0.0872 -0.0265 0.0169 0.321
H 21.9722 -9.2055 19.3737 -0.1581 0.9795 0.5622 0.294
H 20.2751 -7.0639 18.6634 -0.3104 -0.0126 -0.3274 0.377
H 21.7521 -7.3316 17.8090 0.1749 -0.2454 0.0837 0.067
C 23.8370 -1.2318 5.5028 -0.6308 0.8765 0.2618 -1.368
C 23.5403 -2.6897 5.3146 -0.6758 -1.1640 0.9295 0.547
C 24.6722 -3.6451 5.7641 -0.4241 1.0099 -1.1053 -0.243
N 24.4194 -5.0525 5.3468 0.9461 -0.6320 -0.8711 0.320
C 24.2247 -5.1490 3.7935 0.5890 0.3935 1.3881 -0.748
C 23.2609 -5.6448 6.0987 -0.5436 -0.2397 0.7570 0.254
C 23.5511 -7.1368 6.3404 1.0607 -0.4344 0.2458 -0.213
C 25.0120 -7.3558 5.8177 -0.4079 0.0942 -0.0750 -0.819
C 25.5929 -5.9625 5.7503 0.7153 -0.3937 -0.3415 -0.545
H 24.6573 -0.8767 4.8789 0.0916 0.0047 0.2405 0.448
H 23.9226 -0.9092 6.5404 0.7050 -0.3439 0.1341 0.024
H 22.9556 -0.6458 5.2425 -0.0445 -0.0566 -0.5814 0.489
H 23.2326 -2.8488 4.2811 0.5369 -0.1161 -0.1444 0.487
H 22.6570 -2.9982 5.8739 -0.2848 0.3040 0.2780 -0.367
H 24.8597 -3.7246 6.8349 -0.1983 0.4757 -0.0225 -0.154
H 25.5252 -3.2025 5.2498 0.6223 -0.8011 0.1259 0.429
H 23.2075 -4.8460 3.5452 0.1856 -0.3021 0.0262 0.321
H 24.4878 -6.1572 3.4736 -0.2616 0.1700 0.0280 0.337
H 24.9370 -4.4186 3.4097 -0.0748 -0.2403 -0.3040 0.331
H 22.3095 -5.3585 5.6506 0.2009 -0.3437 -0.5255 -0.227
H 23.1846 -5.2074 7.0941 0.3788 0.4838 0.0161 -0.149
H 22.8247 -7.8609 5.9714 0.1091 0.2626 -0.3464 0.513
H 23.5907 -7.2842 7.4196 -0.2321 0.0062 0.0253 0.037
H 25.0474 -7.8458 4.8447 -0.1639 0.0770 -0.0290 0.289
H 25.6841 -7.9318 6.4537 -0.4664 -0.2442 0.1932 0.432
H 26.4820 -5.9474 5.1200 -0.5646 0.4789 -1.0514 0.379
H 26.1165 -5.6819 6.6642 -1.0990 0.5287 0.6504 0.298
C 15.2379 -5.0167 9.7758 -1.1157 0.3025 -1.1555 -0.457
C 13.9002 -5.0950 8.9221 1.3078 0.1082 0.2230 0.083
C 13.6110 -3.6829 8.4030 -1.5268 0.3924 -0.2532 -1.486
N 12.2652 -3.4661 7.6133 0.2396 -0.9756 1.8507 0.091
C 12.2586 -4.3457 6.3671 0.3561 1.4041 1.0375 -0.886
C 11.0253 -3.7614 8.5473 0.1292 0.8295 -2.2636 -0.586
C 10.8595 -2.5149 9.3650 0.1901 -0.4566 1.5063 -0.658
C 11.4867 -1.3491 8.6000 -0.2391 0.0869 -0.8650 -0.518
C 12.0540 -1.9496 7.3367 0.3398 -1.3724 -1.0479 -0.575
H 16.0375 -4.8424 9.0557 0.1978 0.2487 0.1124 -0.545
H 15.5209 -5.9364 10.2877 -0.4297 0.1724 0.2400 0.213
H 15.1346 -4.1455 10.4226 0.3762 -0.2667 0.3754 0.644
H 13.0664 -5.4443 9.5311 0.0620 -0.0368 -0.0210 0.594
H 14.1192 -5.8148 8.1334 -0.4385 -0.0127 -0.2055 0.256
H 14.3564 -3.2305 7.7489 0.2521 -0.3541 0.0139 0.463
H 13.5204 -3.0402 9.2787 -0.0392 0.1694 -0.0561 0.378
H 11.4447 -3.9911 5.7347 0.2001 -0.2151 -0.1201 0.432
H 12.1411 -5.3972 6.6291 0.0498 0.2088 0.0438 0.296
H 13.2488 -4.1128 5.9754 -0.2414 -0.4753 -0.7418 0.384
H 10.2350 -3.7514 7.7967 -0.2102 -0.5596 0.0841 0.514
H 11.0444 -4.7102 9.0835 0.3627 0.1343 -0.2646 0.314
H 9.8004 -2.3872 9.5889 0.0562 0.2146 -0.1165 0.464
H 11.3132 -2.7422 10.3297 0.1993 0.6274 0.1839 0.286
H 10.7088 -0.6706 8.2496 0.1294 0.3049 0.4397 0.358
H 12.3000 -0.7850 9.0564 -0.4727 -0.0851 0.6322 0.330
H 11.3963 -1.9431 6.4676 -0.3168 0.1065 0.2268 0.445
H 12.9655 -1.4636 6.9887 0.2523 -0.3590 0.1653 0.320
C 11.9703 -11.9759 12.7017 0.8274 -1.1704 -0.4234 -1.303
C 12.5713 -11.6760 11.3314 -0.6846 1.2907 -0.9454 -0.381
C 13.4633 -10.4316 11.3480 -0.3520 -0.0957 -0.9037 -0.743
N 13.8737 -9.9313 9.9353 -0.6891 0.2394 -1.0354 0.657
C 12.6490 -9.6638 8.9512 1.3150 -0.1044 0.9698 -1.117
C 14.9466 -10.8248 9.2317 -0.9520 -1.0962 -0.8047 -0.672
C 16.2341 -10.1123 9.2774 1.2335 1.0286 0.9767 -0.808
C 15.8492 -8.6229 9.2680 -0.8907 -0.0634 -0.0114 0.269
C 14.5475 -8.5447 10.0883 0.7459 -1.0705 0.8008 -1.150
H 11.5705 -11.1776 13.3270 0.3933 0.3043 -0.3577 0.349
H 12.8207 -12.4868 13.1532 -0.5334 -0.0722 1.0440 0.342
H 11.1547 -12.6822 12.5472 0.1578 -0.1423 0.2142 0.377
H 11.7510 -11.4936 10.6372 -0.1586 0.3081 -0.0852 0.315
H 13.0542 -12.5407 10.8762 0.3155 -0.1213 0.4827 0.388
H 14.3901 -10.5236 11.9144 0.0982 -0.1436 -0.0536 0.455
H 12.9017 -9.5933 11.7601 -0.0222 0.0088 0.0745 0.361
H 13.1647 -9.2399 8.0895 -0.3681 -0.4047 -0.2748 0.452
H 11.9957 -8.8866 9.3479 0.2000 -0.1270 0.4635 0.391
H 12.0309 -10.5409 8.7595 0.5895 -0.0849 -0.1349 0.339
H 14.7434 -11.0427 8.1832 -1.0528 0.6262 -0.0699 0.327
H 15.0307 -11.8457 9.6043 -0.4561 0.2909 0.8632 0.372
H 16.9025 -10.3175 8.4412 -0.3240 -0.3388 -0.0839 0.428
H 16.7726 -10.4327 10.1692 0.1591 0.6136 0.2420 0.199
H 15.5980 -8.3598 8.2405 0.2108 0.2197 -0.2707 0.040
H 16.6208 -7.9588 9.6575 -0.0392 -0.1036 0.0580 0.609
H 13.8046 -7.7734 9.8851 0.2323 -0.1028 -0.3933 0.142
H 14.8172 -8.4494 11.1401 0.0699 -0.1121 0.0987 0.273
C 26.8722 -5.7783 10.8438 0.4285 -1.2769 -0.1507 -1.619
C 26.3234 -4.4416 11.2716 0.3578 -0.3431 1.2522 0.235
C 25.4351 -3.8439 10.2539 -0.8016 1.7506 -1.4194 -0.023
N 25.1196 -2.3652 10.4458 -1.1950 3.1387 0.8611 0.542
C 24.2004 -2.2454 11.7110 0.9989 -0.7097 -1.0111 -1.457
C 24.3634 -1.6729 9.2231 1.3723 -1.7299 -0.1868 -0.405
C 24.7149 -0.2119 9.2346 -0.3109 1.7317 1.3022 -0.608
C 25.8092 0.0590 10.3149 0.4106 -1.3506 0.1922 -0.964
C 26.3559 -1.3499 10.5947 -1.2596 -1.6092 -0.2410 -0.544
H 26.1216 -6.4693 10.4600 -0.2026 0.3087 -0.4877 0.284
H 27.2832 -6.3941 11.6438 0.0717 0.5258 0.4883 0.449
H 27.7145 -5.6858 10.1583 -0.2634 0.0791 -0.3484 0.432
H 27.1774 -3.7996 11.4877 -0.0545 0.1791 0.0561 0.301
H 25.7628 -4.5874 12.1949 0.0093 0.0967 0.1951 -0.245
H 24.4209 -4.2402 10.2039 0.1349 -0.6499 -0.1229 0.024
H 25.8888 -3.8693 9.2631 0.0634 -0.2249 -0.1139 0.187
H 23.8195 -1.2517 11.9469 0.3203 0.1211 -0.6031 0.460
H 24.8125 -2.5895 12.5447 -0.1329 -0.0384 0.0071 0.249
H 23.3817 -2.9385 11.5180 -0.1190 0.0244 0.0997 0.402
H 23.3218 -1.9835 9.1408 -0.1004 0.1458 0.7636 0.525
H 24.7988 -2.0917 8.3159 0.3432 -0.3884 0.2110 -0.136
H 23.8392 0.3641 9.5338 -0.0331 0.1566 -0.2473 0.354
H 25.0524 0.1883 8.2786 -0.1289 -0.3718 -0.0578 0.476
H 25.4612 0.5360 11.2312 -0.4200 -0.1851 -0.0789 0.309
H 26.6409 0.6931 10.0076 -0.1368 -0.0831 -0.4194 0.464
H 26.7793 -1.5739 11.5738 0.1714 0.3292 -0.1855 0.435
H 26.9857 -1.7232 9.7872 0.4181 0.3126 0.1628 0.492
C 16.8507 -4.3207 15.1722 -0.1955 -1.2822 0.5929 -1.597
C 18.0158 -4.1329 14.2678 0.7370 1.5644 -0.9506 1.357
C 18.3514 -2.6231 14.2121 0.5853 -0.9457 -1.1182 -0.829
N 19.4046 -2.2498 13.1747 0.2636 -0.0362 -1.6367 0.592
C 18.9233 -2.6358 11.7435 -0.7714 0.7637 0.2717 -1.457
C 19.6131 -0.6774 13.2509 1.8403 -0.8961 0.5911 -0.647
C 21.1578 -0.5959 13.2993 0.2259 1.1747 -0.0237 -0.552
C 21.6342 -1.7723 14.1145 -1.4355 -1.3551 -0.4471 -0.351
C 20.7910 -2.9214 13.4199 0.2630 0.6781 1.4469 0.472
H 16.9174 -5.3817 15.4129 -0.4858 -0.0269 0.4635 0.392
H 15.8703 -4.2048 14.7103 0.1294 0.5166 0.1337 0.389
H 17.0017 -3.7408 16.0827 -0.5026 -0.0349 0.0693 0.387
H 17.7597 -4.4176 13.2473 0.1196 -0.4002 0.0646 0.039
H 18.8452 -4.7494 14.6144 0.1463 0.1395 -0.1312 -0.626
H 18.7458 -2.1917 15.1321 -0.5399 -0.1062 0.1496 0.556
H 17.4676 -2.1409 13.7944 -0.1131 0.4129 0.7354 0.236
H 19.5090 -2.1732 10.9491 0.5463 -0.0462 0.4921 0.614
H 17.9169 -2.2369 11.6162 -0.0798 0.2672 0.3380 0.595
H 18.8094 -3.6945 11.5102 0.7631 -0.1233 0.6940 0.075
H 19.0827 -0.1194 12.4794 0.2292 -0.5140 -0.2663 0.373
H 19.3177 -0.2367 14.2031 -0.6911 -0.7792 0.1326 0.311
H 21.5697 -0.5786 12.2903 0.1726 -0.0362 0.0151 0.182
H 21.5006 0.2729 13.8612 -0.2960 0.5332 -0.5511 0.583
H 22.7058 -1.9014 14.2663 0.1279 -0.2580 -0.9996 0.109
H 21.3534 -1.6382 15.1592 -0.6791 -0.0787 0.0616 0.435
H 21.2199 -3.3042 12.4938 -0.1937 0.4367 -0.3168 -0.180
H 20.6436 -3.8036 14.0429 -0.2029 0.1897 0.0656 -0.359
Br 17.5511 -9.1444 12.9140 -0.0114 0.4287 -0.0741 -0.786
```
Forces are in eV/Å.

Output
LUMO: -10.11 eV
spin multiplicity: 1
energy relative to the best compared isomer or geometry (same formula, charge and spin): 15.3 kcal per mole
max |F|: 3.5 eV Å⁻¹
orbital gap: 0.235 hartree
charge: +6
E_tot: -155875.065 eV